Density functional theory data (ωB97M-V/def2-TZVPD) for 5 unconnected molecules or ions with the total composition C21H50N3O8 at a distorted geometry.

Structure (XYZ):
```
82
Properties=species:S:1:pos:R:3:forces:R:3:mulliken_charge:R:1
O -4.014737 0.536007 -0.450495 0.484 0.053 -0.534 -0.816
O 0.212421 -3.266388 -2.449879 -0.609 -0.057 0.195 -0.599
O -0.102970 -1.930332 0.047286 -0.481 0.697 0.926 -0.925
O -5.379008 1.438208 -2.017932 1.064 -0.618 -0.018 -0.716
O 2.083474 -4.491056 4.561149 -0.138 0.056 0.229 -0.503
O -3.771711 -0.047285 -2.598516 0.367 0.112 0.592 -0.404
O -1.651911 -1.325273 -1.421234 0.311 0.263 1.295 -0.420
O -1.781276 -0.475944 0.681292 0.286 -1.226 -1.501 -0.599
N 1.461018 3.650377 0.614173 -0.023 -0.636 -0.932 0.490
N -1.677990 -2.575902 -4.806828 -0.490 -0.761 0.748 0.296
N 0.711291 -2.140541 3.663138 1.203 -0.549 -0.780 0.414
C 1.851215 -2.184301 2.686334 0.175 0.611 -0.064 -0.685
C 0.368689 1.594084 -0.377449 0.233 0.533 -0.442 0.697
C -1.063140 3.331520 0.645000 0.555 0.567 -0.176 -0.866
C 3.909235 6.668392 0.975253 0.531 -0.569 -0.158 -1.466
C -1.936255 -2.675941 -6.251913 0.062 0.019 -0.874 -0.918
C -0.939254 2.352102 -0.507845 -0.689 -0.954 0.801 0.030
C 1.227828 -2.333357 5.062954 -0.512 0.266 0.477 -0.508
C 2.774489 5.701251 1.293509 -0.497 0.702 0.196 -0.156
C 0.161785 -0.777610 3.531369 -1.385 0.720 1.971 -0.822
C 0.106125 4.312557 0.562047 -0.270 0.407 0.390 -0.647
C -0.301633 -3.143796 3.210288 -0.306 0.560 -0.395 -0.876
C 2.577463 4.606482 0.266461 0.005 -0.001 0.984 -0.602
C -1.180679 -3.934687 -4.331346 0.489 0.468 -0.152 -0.616
C -0.707681 -1.464188 -4.539173 -0.542 0.055 -0.498 -0.725
C -2.971438 -2.257651 -4.089631 0.323 0.191 -0.696 -0.898
C -4.443699 0.719934 -1.658107 -1.054 0.421 1.019 0.655
C 1.544706 2.557508 -0.443211 0.461 -0.983 0.058 -1.248
C 1.280396 -3.776700 5.510807 0.603 -0.275 -1.167 -0.625
C 1.702285 3.041391 1.945659 0.045 0.741 0.272 -1.043
C -0.871729 -4.064912 -2.856192 0.235 -0.926 0.262 -0.478
C -1.143625 -1.276768 -0.248366 -0.294 -0.303 -1.180 0.530
H 0.148212 -4.089987 2.934149 0.313 0.018 0.299 0.308
H 0.122972 5.030591 1.382497 -0.184 0.006 -0.069 0.453
H 1.421351 3.769732 2.703407 -0.050 -0.070 0.047 0.414
H -0.584208 -1.389671 -3.468274 0.359 -0.034 0.073 0.187
H 3.954149 7.446844 1.731440 -0.077 0.135 -0.084 0.399
H 0.914319 -0.034388 3.789780 0.332 -0.128 -0.530 0.456
H 2.964427 5.297802 2.288927 -0.023 -0.154 -0.060 0.293
H -1.076587 2.853855 1.628337 -0.079 -0.226 -0.141 0.237
H 2.307664 -5.352705 4.927908 -0.017 0.000 -0.063 0.329
H 1.423680 -1.815217 1.758769 0.107 -0.389 -0.439 0.150
H 0.452160 1.041077 0.560153 -0.403 -0.017 0.024 -0.498
H -1.038476 -3.272329 3.995692 -0.268 0.097 -0.159 0.437
H 2.329084 5.022507 -0.704971 0.220 -0.085 -0.162 0.363
H 2.454350 1.974488 -0.256652 0.089 0.358 0.251 0.449
H -3.089536 -0.479146 -2.019959 -0.198 0.115 -0.662 0.609
H -2.830407 -3.246900 -6.496660 -0.169 0.112 0.463 0.365
H 2.585087 -1.462841 3.044956 0.094 -0.083 -0.039 0.392
H 0.521878 -1.815820 5.716652 0.076 -0.044 0.052 0.310
H -1.780065 -3.983011 -2.252477 0.143 0.562 0.087 0.293
H -0.060541 -2.844958 -1.604543 0.441 0.252 -0.078 0.107
H -0.528333 -0.685897 4.378524 -0.289 0.068 -0.284 0.391
H 3.848079 7.109283 -0.018901 -0.218 0.111 0.048 0.361
H 2.771589 2.867430 2.033977 -0.039 -0.366 0.025 0.397
H -0.573532 -5.116158 -2.701515 -0.160 0.000 -0.357 0.472
H 0.033318 4.866260 -0.375233 0.243 -0.049 -0.055 0.365
H 1.098965 2.154555 2.068411 0.088 -0.160 -0.050 0.263
H 0.461191 0.818756 -1.139532 0.153 0.169 -0.162 0.402
H -1.040015 2.865297 -1.465672 0.136 -0.001 -0.043 0.368
H -1.981966 3.913340 0.570661 0.004 0.012 0.007 0.461
H -1.176347 -0.554683 -4.916880 -0.035 -0.026 0.050 0.403
H 4.866237 6.138450 1.014768 -0.018 0.057 -0.008 0.356
H 0.254473 -4.150185 5.486423 0.091 -0.248 0.408 0.313
H -0.264850 -4.127797 -4.893320 -0.049 -0.004 -0.064 0.403
H -0.685116 -2.682402 2.297864 -0.445 -0.342 0.054 0.135
H -1.945816 -4.649287 -4.629863 -0.012 -0.051 0.019 0.382
H -2.029684 -1.665812 -6.642724 -0.085 -0.059 -0.126 0.366
H -1.131762 -3.206428 -6.762417 0.279 0.297 0.196 0.379
H 2.301593 -3.164725 2.623615 -0.187 -0.135 -0.006 0.280
H 3.450643 3.954273 0.259670 0.188 0.208 -0.500 0.387
H 1.745514 -3.881546 6.488269 -0.363 0.330 0.262 0.479
H 0.182566 -1.653607 -5.132331 0.264 -0.101 0.369 0.369
H 1.726792 3.035795 -1.404351 -0.528 0.153 -0.044 0.358
H 2.173236 -1.798602 5.106605 0.143 -0.219 0.098 0.405
H -1.752350 1.629251 -0.424919 -0.145 0.179 -0.274 -0.196
H 1.849538 6.282393 1.368158 0.051 -0.035 0.035 0.309
H -3.726919 -2.957535 -4.432925 -0.024 -0.130 0.136 0.315
H -2.794835 -2.298560 -3.024574 -0.047 0.035 0.033 0.001
H -3.241290 -1.246875 -4.379740 -0.191 -0.018 0.176 0.617
H -2.634953 -0.242116 0.143577 -0.191 0.681 0.746 0.302
H -0.429164 -0.569975 2.636646 0.539 -0.365 -0.348 0.152
```
Forces are in eV/Å.

For the frontier orbital gap, the calculation gives 6.4 eV. Its energy is -43431.47318 eV. The calculation puts the LUMO energy at -0.0866 hartree. Its total charge is +1.

Density functional theory data (ωB97M-V/def2-TZVPD) for C6H9N in the gas phase at a distorted geometry.

Structure (XYZ):
```
16
Properties=species:S:1:pos:R:3:forces:R:3:mulliken_charge:R:1
N -0.051011 -0.842951 -0.053251 0.389 0.648 0.411 -0.115
C -0.610866 1.293203 0.133690 -0.353 0.237 0.110 -0.676
C 2.559383 -0.580922 -0.187013 -0.189 -0.019 -0.010 -1.012
C -2.549255 -0.337358 0.086324 -0.066 -0.087 -0.006 -1.150
C 0.795852 1.241862 0.190554 -0.113 -0.334 0.100 -0.245
C -1.102748 0.030902 0.002754 -0.130 0.461 0.098 0.511
C 1.179319 -0.083187 0.134685 -1.070 -0.547 -0.830 -0.016
H 3.199436 0.311617 -0.218708 -0.104 -0.350 -0.257 0.278
H 2.490084 -1.053435 -1.173057 0.474 0.100 0.042 0.260
H -3.133099 0.550020 -0.180977 0.049 -0.230 0.036 0.302
H -2.822354 -0.608716 1.113361 0.012 -0.055 -0.154 0.256
H 3.057235 -1.282336 0.496983 -0.526 0.062 0.038 0.290
H -0.323744 -1.822166 -0.207581 1.356 0.629 0.299 0.233
H 1.383299 2.162944 0.202293 0.263 -0.763 0.137 0.336
H -1.215192 2.174027 0.235737 -0.129 0.187 -0.047 0.395
H -2.856344 -1.153505 -0.575796 0.135 0.060 0.033 0.354
```
Forces are in eV/Å.

For the frontier orbital gap, the calculation gives 8.7 eV. Its energy is -7857.61077 eV. The calculation puts the LUMO energy at 0.0384 hartree. The calculation puts the relative energy (zero: lowest compared OMol25 entry of this formula, charge and spin) at 12.7 kcal per mole. Its total charge is 0.

Density functional theory data (ωB97M-V/def2-TZVPD) for 2 unconnected molecules or ions with the total composition CH5N2O at a distorted geometry.

Structure (XYZ):
```
9
Properties=species:S:1:pos:R:3:forces:R:3:mulliken_charge:R:1
O -1.063194 1.286235 -0.422369 -1.649 -0.784 0.804 -0.396
N 0.396851 -1.226123 0.375227 -0.995 -0.601 0.362 -0.688
N -1.932539 0.400917 -0.004351 1.675 0.620 -0.649 -0.343
C 1.071699 -0.123538 -0.046442 0.131 0.341 -0.246 -0.524
H 1.688728 0.284685 0.763124 0.166 0.171 -0.074 0.251
H 1.662195 -0.174913 -0.988110 -0.120 0.037 0.054 0.222
H -2.034175 0.513611 1.029776 0.335 0.077 -0.249 0.128
H -0.058254 -1.695026 -0.410257 0.156 0.131 -0.001 0.132
H 0.268688 0.734153 -0.296598 0.300 0.009 -0.002 0.218
```
Forces are in eV/Å.

For the frontier orbital gap (alpha / beta), the calculation gives 7.0 / 6.9 eV. Its energy is -6141.57968 eV. The calculation puts the LUMO energy (alpha / beta) at 0.1823 / 0.1823 hartree. The calculation puts the relative energy (zero: lowest compared OMol25 entry of this formula, charge and spin) at 108.8 kcal per mole. Its total charge is -1.

Density functional theory data (ωB97M-V/def2-TZVPD) for C4H7NO2 in the gas phase.

Structure (XYZ):
```
14
Properties=species:S:1:pos:R:3:forces:R:3:mulliken_charge:R:1
O 0.430901 -2.350411 -0.306789 -0.246 0.720 0.045 -0.570
O 2.271815 -0.145011 0.267846 0.057 -0.052 0.340 -0.513
N -1.182856 0.761723 0.071952 -0.224 0.142 -0.187 -0.396
C 0.201449 1.156153 -0.173836 0.096 0.087 0.024 -0.656
C 0.068860 -1.212669 -0.128452 0.036 -0.491 -0.008 0.231
C -1.315900 -0.628604 -0.370310 -0.118 -0.184 -0.079 -0.397
C 0.891167 -0.058999 0.418428 -0.242 0.049 0.207 0.258
H -2.058945 -1.176867 0.216706 0.038 0.058 -0.124 0.294
H 0.639476 -0.049784 1.490886 -0.164 0.049 -0.083 0.246
H 0.470536 1.278747 -1.238912 -0.052 -0.091 0.163 0.297
H -1.856685 1.382531 -0.351321 -0.007 -0.052 -0.047 0.245
H -1.556721 -0.749907 -1.437472 0.021 0.017 0.083 0.260
H 0.469280 2.073667 0.358552 -0.143 -0.131 -0.081 0.311
H 2.527617 -0.280573 1.182725 0.946 -0.121 -0.254 0.389
```
Forces are in eV/Å.

For the frontier orbital gap, the calculation gives 10.1 eV. Its energy is -9845.72107 eV. The calculation puts the LUMO energy at 0.0236 hartree. The calculation puts the relative energy (zero: lowest compared OMol25 entry of this formula, charge and spin) at 35.9 kcal per mole. Its total charge is 0.

Look up the total charge of the second one.
0

Which value of total charge does entry 3 give?
-1